Density functional theory data (ωB97M-V/def2-TZVPD) for the molecule C26H26N6O2S in a non-equilibrium geometry.

The geometry in ORCA input format:
```
! wB97M-V def2-TZVPD RIJCOSX def2/J DEFGRID3
* xyz 0 1
C 1.08007 -1.62383 -3.58369
C 1.50784 0.06325 1.80321
C 1.58935 2.77896 4.37396
S -2.14417 1.61995 -1.09596
H 1.66495 0.24685 0.73590
N 0.98779 -2.88744 -5.60755
C 2.22861 -2.31516 -3.19590
C 2.72801 -3.29782 -4.02954
C -2.76705 0.19509 -0.11631
N 1.35570 1.35200 2.43855
C 2.26194 1.92386 6.51774
C -3.89343 -0.44215 -4.53372
C -1.89983 -0.72833 -3.24445
C -2.18440 -2.07764 -3.07359
H -0.35089 -1.41440 -5.19784
C -4.17973 -1.78800 -4.37757
H 1.55251 3.72226 8.41779
C 2.06112 -3.55489 -5.21985
H -3.34027 -0.45177 -0.78230
O 2.58072 2.01217 7.84659
C -0.71508 0.82026 -1.71194
C -1.06246 1.22449 2.05262
H -4.55861 0.19388 -5.09754
H -1.23867 1.09651 3.12887
H 0.33761 -1.73755 1.42619
N 1.29299 0.14481 -1.91788
H 2.06127 -0.56118 4.24864
C -3.32768 -2.60152 -3.64744
H -1.52697 -2.68846 -2.47488
H 2.69821 -2.06912 -2.25610
H -1.90244 1.75900 1.61667
C 0.24882 -0.80027 1.97652
C 2.31968 0.65282 5.95333
C -2.75127 0.09631 -3.96820
H 0.07589 -1.01242 3.03736
H -3.41913 0.60255 0.65307
H 2.38379 -0.45209 2.19453
H 1.34148 3.63843 3.77070
N 0.50132 1.01368 -1.28852
H 2.61151 -0.17473 6.58083
H -5.07147 -2.20326 -4.82203
H 2.40153 -4.32375 -5.90063
H 3.26883 3.96518 7.98433
C 1.62048 1.50679 3.79799
O -1.33168 -1.69018 -0.05878
H 3.61193 -3.85554 -3.76257
C 1.89535 2.98893 5.70545
C 2.00375 0.44665 4.62737
H -2.51716 1.14429 -4.08376
H 2.83900 3.11743 9.49018
H 1.85200 3.99554 6.09128
C 0.22970 2.04130 1.85050
C 0.55605 -0.58289 -2.72343
H -3.55592 -3.64817 -3.51744
C -1.59984 -0.60703 0.43987
C 2.55398 3.27925 8.45156
N -0.90428 -0.08437 1.46009
H 0.41879 2.14935 0.77792
H 0.09767 3.02647 2.29155
N -0.74915 -0.17972 -2.64392
C 0.51271 -1.94491 -4.81793
*
```

Summary:
- HOMO (hartree) = -0.2622
- HOMO-LUMO gap (eV) = 7.48
- E_LUMO (eV) = 0.345
- structure (SMILES) = COc1ccc(N2CCN(C(=O)CSc3nnc(-c4cccnc4)n3-c3ccccc3)CC2)cc1
- F_max (eV/A) = 1.166



Density functional theory data (ωB97M-V/def2-TZVPD) for a structure of composition C28H21CaCl2N7O2S.

The geometry in ORCA input format:
```
! wB97M-V def2-TZVPD RIJCOSX def2/J DEFGRID3
* xyz -2 1
H 4.36155 0.79149 1.17137
H -1.39163 0.72017 -5.47492
O -0.00521 -3.81536 -1.83530
N 2.76830 -1.35746 -1.60247
C -1.29276 -1.35714 -4.88707
H -0.06978 3.65842 0.17714
H 2.23287 -1.17743 -2.43397
C -4.57218 3.84542 -2.00902
H 1.49229 4.67000 4.04073
C -0.72403 0.45632 -3.45849
H -4.81501 1.47074 1.01785
H 5.24979 -0.67690 1.65522
C 0.32605 -4.14948 0.90412
H 0.56601 5.40739 1.83202
C -3.49194 3.05212 -1.68979
C 0.99225 1.68554 2.53460
C 3.52960 -2.32112 0.20005
S 3.17443 1.30034 -1.20216
H -1.64170 -1.74616 -5.83672
Ca -0.60105 0.33173 -0.02392
C 3.21428 -0.34296 -0.82370
O 1.82110 -0.09450 3.81894
H -4.49212 4.51380 -2.86667
C -4.74210 2.13794 0.16359
Cl 0.80984 -6.54962 2.04444
N 0.50832 2.09106 1.36233
H 3.77301 -2.97462 1.01900
C 1.18891 -4.07179 3.13415
H -1.06866 -3.29060 -3.93008
C -0.20807 -2.63013 -1.49204
H 0.02113 -4.72904 0.05058
H 1.75648 2.19812 4.45139
H 3.61574 -0.36944 2.29876
Cl 1.77780 -4.85135 4.58408
N -0.43184 -0.36638 -2.45294
C 4.26672 -0.26017 1.43045
N -2.45844 1.37389 -0.24770
N 0.61109 -0.59434 1.86919
H -6.71019 2.89055 0.42627
H 2.52889 -3.49100 -1.37800
C -5.80435 2.94192 -0.17788
H -0.63157 1.51405 -3.24404
C -5.76322 3.82327 -1.27155
C -1.15443 0.00890 -4.69557
C 0.70988 4.36044 2.06248
N -0.11779 -2.03479 -0.30531
N 3.70325 -0.94591 0.28673
C -0.98996 -2.21690 -3.84713
H -6.60723 4.45226 -1.53079
C 0.77466 -4.80176 2.04314
H 1.46608 -2.12543 3.96097
C 0.36504 3.39274 1.13411
C -0.56618 -1.68155 -2.63288
C 0.69395 -1.99347 1.97019
C 1.14418 -2.68499 3.10065
H -2.58283 3.10181 -2.28684
C -3.47447 2.11957 -0.56439
C 1.21893 3.94453 3.28283
C 0.28420 -2.75542 0.82900
C 2.93426 -2.57899 -0.97676
C 1.16308 0.19111 2.79669
C 1.36479 2.59055 3.52505
*
```

Summary:
- HOMO (hartree) = 0.0165
- HOMO-LUMO gap (eV) = 3.74
- E_LUMO (eV) = 4.190
- F_max (eV/A) = 0.646



The lowest HOMO belongs to which entry?
C26H26N6O2S



Which formula does entry 1 have?
C26H26N6O2S



Which of these has the highest HOMO-LUMO gap?
C26H26N6O2S



Look up the HOMO of the first one.
-0.2622 hartree